ORCA calculation (ωB97M-V/def2-TZVPD) on a structure of composition C28H28F13N4O7S3.

Summary:
LUMO energy: 0.0361 hartree
Charge: -1
Spin multiplicity: 1
HOMO-LUMO gap: 7.5 eV

Structure (XYZ):
```
83
C28H28F13N4O7S3, DFT ωB97M-V/def2-TZVPD
C -1.71516 1.52881 5.11746
C -2.28847 0.91745 3.82207
C -1.23799 0.20126 3.02006
N -0.49948 0.94917 2.25146
C 0.49783 0.36886 1.52684
C 1.29995 1.17527 0.67566
C 1.03455 2.65862 0.62731
C 0.41192 3.10936 -0.67350
C -0.66226 2.41124 -1.21411
C -1.25445 2.84591 -2.38975
C -0.77587 3.97389 -3.04171
C 0.30667 4.68471 -2.52412
C 0.83380 5.90456 -3.22510
C 0.88652 4.23736 -1.33984
C 2.27842 0.59122 -0.09297
C 3.10932 1.49061 -0.97251
C 2.46879 -0.83938 -0.00611
S 3.62972 -1.60704 -1.09920
O 3.50658 -3.03431 -1.07769
O 3.66114 -0.93291 -2.36149
C 5.36675 -1.32898 -0.35838
F 6.02938 -2.47626 -0.55982
F 5.97874 -0.35514 -1.05648
C 5.43953 -0.95758 1.14030
F 4.86214 0.24719 1.32686
F 4.77741 -1.88738 1.85490
C 6.87821 -0.84595 1.72077
F 7.49017 0.23939 1.24873
F 6.78785 -0.73939 3.04846
F 7.61627 -1.91563 1.43002
C 1.73868 -1.64173 0.85992
C 1.89767 -3.12541 1.06104
C 1.02918 -3.93923 0.09114
O 1.57169 -5.24335 -0.07183
C 0.71401 -1.00895 1.61818
N -0.07366 -1.78252 2.41675
C -1.02494 -1.21637 3.10241
C -1.83714 -2.11875 3.98816
C -1.24906 -2.25164 5.41049
N -2.24378 -1.91476 6.44056
H -2.07164 1.02153 6.01170
H -2.01038 2.57252 5.20564
H -0.62647 1.51358 5.10716
H -2.64806 1.72313 3.18532
H -3.13830 0.27181 4.02989
H 1.96712 3.20278 0.79059
H 0.37255 2.92579 1.44712
H -1.03776 1.52460 -0.71827
H -2.09079 2.30749 -2.81442
H -1.24807 4.30946 -3.95662
H 0.08921 6.70139 -3.24409
H 1.71917 6.29415 -2.72340
H 1.10774 5.68242 -4.25658
H 1.72791 4.78442 -0.92534
H 3.16253 2.48897 -0.54936
H 2.66781 1.54785 -1.96646
H 4.12182 1.13709 -1.10598
H 2.92373 -3.44827 0.94888
H 1.58212 -3.35617 2.07421
H 0.95000 -3.42404 -0.86522
H 0.03063 -4.04910 0.51552
H 1.89814 -5.32867 -0.97078
H -2.87884 -1.81298 4.04794
H -1.81754 -3.09236 3.50163
H -0.34669 -1.63647 5.48265
H -0.94504 -3.28386 5.56627
H -1.97305 -2.34236 7.31902
H -2.22798 -0.91730 6.61970
C -7.16775 -2.38968 -4.61963
F -8.32228 -2.71917 -4.02736
F -6.39277 -3.47480 -4.64767
F -7.43486 -2.03333 -5.87690
S -6.38719 -1.01442 -3.66864
O -6.13316 -1.56539 -2.36674
O -7.31903 0.07414 -3.76347
N -5.10962 -0.87579 -4.58955
S -3.98329 0.18634 -4.29967
O -3.18146 -0.07353 -3.13306
O -4.34962 1.55586 -4.54161
C -2.89769 -0.26439 -5.72059
F -3.51597 -0.08975 -6.88966
F -2.48806 -1.53118 -5.64873
F -1.81777 0.52547 -5.69835
```

---

ORCA calculation (ωB97M-V/def2-TZVPD) on a structure of composition C19H25N3O6Pd.

Summary:
LUMO energy (spin up / spin down): 0.0974 / 0.0945 hartree
Charge: -1
Spin multiplicity: 4
<S²>: 3.768
HOMO-LUMO gap (spin up / spin down): 5.2 / 7.7 eV

Structure (XYZ):
```
54
C19H25N3O6Pd, DFT ωB97M-V/def2-TZVPD
Pd -0.40869 0.01062 -0.44269
O -1.32795 -1.06557 3.53082
C -1.21433 -0.44534 2.47953
O -1.18184 -0.96458 1.30856
C -1.20218 1.09385 2.55455
C -2.16710 1.71754 1.53027
C -2.59875 3.10895 1.99061
C -1.28872 3.90820 1.78158
C -0.37008 2.84384 1.16958
O -1.30502 2.04032 0.40966
C 0.12423 1.86476 2.23814
C 1.38165 1.10748 1.74782
O 2.35140 1.09039 2.49513
O 1.38153 0.65512 0.54297
H -1.52102 1.33669 3.56736
H -2.95886 1.05601 1.18761
H -2.94211 3.10466 3.02441
H -3.40097 3.49141 1.35924
H -0.87436 4.30227 2.70902
H -1.43423 4.73899 1.09095
H 0.40272 3.22436 0.50900
H 0.45438 2.39771 3.12858
O 0.04257 -1.91853 -1.35960
N -1.07049 -2.07647 -2.12102
C -2.26603 -1.51173 -1.66100
C -3.26505 -1.23346 -2.56196
C -3.13031 -1.51569 -3.92418
C -1.93399 -2.17673 -4.33431
C -0.93891 -2.42557 -3.44393
H -2.38869 -1.51167 -0.58367
H -4.18640 -0.81323 -2.17514
H -3.91867 -1.29710 -4.62872
H -1.79993 -2.49933 -5.35905
H -0.00502 -2.90921 -3.69315
C 0.82206 2.42718 -2.03358
C 1.50052 3.01872 -3.29236
N 1.20888 2.19392 -4.46667
C 1.83560 0.88106 -4.27339
C 1.45514 0.29491 -2.89642
N 0.33096 1.07166 -2.33557
C -0.74395 1.17530 -3.33976
C -0.24256 2.00537 -4.54438
H -0.03868 3.02293 -1.72236
H 1.51187 2.34592 -1.19325
H 2.58511 3.05695 -3.16920
H 1.15353 4.03699 -3.48380
H 2.91812 0.99140 -4.36878
H 1.49633 0.23008 -5.08265
H 2.27027 0.35999 -2.17385
H 1.15526 -0.75016 -2.94883
H -1.61478 1.62950 -2.86341
H -1.02177 0.16719 -3.64046
H -0.70615 2.99490 -4.56607
H -0.48488 1.50590 -5.48486
```

---

For the records above, the corresponding relative energy (zero: lowest compared OMol25 entry of this formula, charge and spin) values read 0.0; 0.7 kJ/mol.